Entry 1:
{"formula": "C5H5NO", "method": "ωB97M-V/def2-TZVPD", "elements": ["C", "C", "C", "C", "H", "O", "H", "H", "C", "H", "N", "H"], "positions_angstrom": [[0.544, 0.327, 0.614], [-0.515, 0.518, -0.431], [-1.644, -0.457, -0.332], [1.872, -0.061, 0.143], [-1.572, -1.219, 0.444], [0.295, 0.448, 1.798], [-0.213, 0.892, -1.410], [3.940, -0.791, -0.468], [2.968, -0.451, -0.176], [-2.144, -0.762, -1.247], [-1.823, 0.929, 0.051], [-1.759, 1.013, 1.066]], "forces_ev_per_angstrom": [[-0.201, 0.134, 0.171], [0.188, -0.008, -0.014], [-0.070, -0.266, -0.087], [0.563, -0.239, 0.049], [-0.027, 0.186, -0.107], [0.196, -0.123, -0.577], [0.030, -0.125, 0.293], [-0.256, 0.101, 0.075], [-0.476, 0.207, 0.025], [0.074, 0.056, 0.154], [0.016, 0.067, 0.134], [-0.037, 0.010, -0.116]], "e_lumo_ev": 0.03, "homo_ev": -10.1, "smiles": "C#CC(=O)[C@H]1CN1"}

***

Entry 2:
{"formula": "C2H4OS", "method": "ωB97M-V/def2-TZVPD", "elements": ["C", "H", "C", "H", "H", "O", "H", "S"], "positions_angstrom": [[-2.051, -0.093, -0.118], [-2.271, 0.657, -0.851], [1.634, 0.543, 0.295], [-2.716, -0.284, 0.686], [1.776, -1.224, 0.187], [2.341, -0.472, -0.150], [1.801, 1.534, -0.163], [-0.513, -0.661, 0.115]], "forces_ev_per_angstrom": [[2.692, -0.493, 0.843], [-0.215, -0.012, -0.463], [-1.292, -0.702, 0.504], [-0.922, -0.006, 0.358], [1.314, 0.207, -0.262], [-1.026, 0.729, 0.199], [1.123, -0.417, -0.391], [-1.673, 0.694, -0.787]], "e_lumo_ev": [-0.53, -0.53], "homo_ev": [-8.0, -8.0]}

***

One value per record, in order, for energy above the lowest of the compared OMol25 structures with the same formula, charge and spin: 71.45, 109.88 kcal/mol.